1.
# C15H22N4O5

2 unconnected molecules or ions with the total composition C15H22N4O5 at a distorted geometry (wB97M-V/def2-TZVPD, the Open Molecules 2025 dataset).

Each line ends with the Mulliken charge.
Cartesian coordinates (Å):
C: -4.00671 -0.94134 -2.10596  -0.974
N: -3.85377 0.26804 -1.29493  -0.057
C: -2.76518 0.95835 -0.91530  -0.166
O: -2.96578 1.91490 -0.18646  -0.686
C: -1.31669 0.53865 -1.25526  0.812
N: -1.13558 -0.91482 -1.41970  0.091
C: -0.06473 -1.59783 -1.02108  0.538
C: -0.05272 -3.07660 -1.33014  -1.335
O: 0.87807 -1.09193 -0.42924  -0.604
C: -0.74430 1.27223 -2.48835  0.231
C: -1.66870 1.31709 -3.70518  -1.595
O: -0.40682 2.59723 -2.18153  -0.631
H: -5.05360 -1.05031 -2.39624  0.331
H: -3.72296 -1.82034 -1.52406  0.342
H: -3.40965 -0.87998 -3.01511  0.280
H: -4.70567 0.68302 -0.94554  0.275
H: -0.71595 0.85682 -0.40263  -0.103
H: -1.86524 -1.42150 -1.88937  0.102
H: 0.85991 -3.51352 -0.92563  0.345
H: -0.07332 -3.21984 -2.40900  0.344
H: -0.91768 -3.55272 -0.87220  0.353
H: 0.17602 0.77054 -2.78985  0.463
H: -1.87111 0.30699 -4.05367  0.279
H: -1.17189 1.86311 -4.50770  0.441
H: -2.59898 1.83045 -3.46256  0.331
H: 0.48633 2.56366 -1.80088  0.403
N: 3.11878 3.26846 0.17307  -0.364
C: 2.52874 2.07808 -0.11169  0.435
O: 2.16361 1.91555 -1.25858  -0.810
N: 2.28674 1.08798 0.79491  0.021
C: 2.49825 1.13688 2.15631  0.695
O: 3.01435 2.12235 2.67249  -0.715
C: 2.09761 0.00838 3.02013  0.339
C: 2.08444 -1.31467 2.54023  -0.206
C: 1.70609 -2.37533 3.37092  -0.776
C: 1.33292 -2.13177 4.69540  -0.329
C: 1.34580 -0.82584 5.19070  -0.539
C: 1.72915 0.23342 4.36156  -0.421
H: 3.55784 3.34524 1.08875  0.241
H: 3.48700 3.79029 -0.61414  0.265
H: 1.81170 0.26810 0.42161  0.351
H: 2.38331 -1.53399 1.51910  0.466
H: 1.70487 -3.39039 2.98417  0.383
H: 1.03840 -2.95554 5.33941  0.377
H: 1.06027 -0.63150 6.22050  0.378
H: 1.73684 1.24395 4.76274  0.397

As for the spin multiplicity: 1.

=====

2.
# C9H32N4O7

7 unconnected molecules or ions with the total composition C9H32N4O7 at a distorted geometry (wB97M-V/def2-TZVPD, the Open Molecules 2025 dataset).

Each line ends with the Mulliken charge.
Cartesian coordinates (Å):
N: -1.07219 0.19866 2.99471  -0.469
C: 0.12712 -0.23232 3.14670  0.494
N: 0.89520 0.16231 2.19056  0.060
O: 0.68843 -0.89601 4.23603  -0.756
H: -1.57387 -0.17839 3.82239  0.217
H: -1.42402 0.99919 2.38755  0.284
H: 1.86614 -0.20690 2.16119  0.228
H: 0.51816 0.46636 1.26849  0.169
N: -4.95441 2.55942 -0.71405  -0.295
C: -4.80200 1.93542 0.42152  0.471
N: -3.66568 1.27936 0.51068  -0.064
O: -5.80292 2.04177 1.38013  -0.735
H: -5.73696 3.21412 -0.74957  0.219
H: -4.24223 2.65415 -1.45042  0.185
H: -3.53209 0.72180 1.32647  0.116
H: -3.03543 1.04125 -0.23906  0.138
C: 0.23794 -1.79774 -0.55413  0.409
C: -0.86989 -2.28907 0.36415  -0.813
O: -1.71831 -1.21373 0.69052  -0.511
H: 0.76638 -2.65067 -0.98777  0.568
H: 1.01767 -1.30312 0.03612  -0.342
H: -0.08729 -1.12087 -1.32357  -0.301
H: -0.38848 -2.62261 1.30745  0.271
H: -1.50285 -3.05046 0.01483  0.469
H: -1.49127 -0.87511 1.60992  0.410
C: 1.89535 2.19739 -0.57358  -1.417
C: 0.66651 1.65406 -1.24477  0.001
O: -0.14333 1.15146 -0.24039  -0.433
H: 2.61019 1.50249 -0.08226  0.218
H: 1.68053 3.03594 0.13036  0.336
H: 2.49754 2.66206 -1.34889  0.449
H: 0.91493 0.84279 -1.99892  0.216
H: 0.13083 2.41179 -1.73379  0.324
H: -0.94239 0.79212 -0.59569  0.115
C: 3.65763 -0.84656 -1.78497  0.150
O: 4.61831 -0.61774 -0.83935  -0.540
H: 3.48965 -1.98650 -1.78103  0.237
H: 4.04654 -0.37074 -2.70990  0.336
H: 2.78750 -0.37288 -1.54807  -0.535
H: 5.44002 -0.91521 -1.22855  0.294
C: 3.41404 -2.36711 1.75728  -0.557
O: 3.32244 -0.96974 1.58465  -0.546
H: 4.43617 -2.67705 1.30407  0.280
H: 2.62416 -2.82799 1.17476  0.162
H: 3.32508 -2.58723 2.81324  0.258
H: 3.96456 -0.71031 0.93635  0.314
C: -2.47613 -0.00581 -2.70222  -0.587
O: -2.34137 1.13385 -1.95187  -0.594
H: -2.89328 -0.84994 -2.13731  0.213
H: -1.44416 -0.31714 -3.02244  0.182
H: -3.17080 0.22376 -3.49926  0.404
H: -2.32770 1.97742 -2.52830  0.294

As for the spin multiplicity: 1.

=====

3.
# C18H65F3N28O17

16 unconnected molecules or ions with the total composition C18H65F3N28O17 at a distorted geometry (wB97M-V/def2-TZVPD, the Open Molecules 2025 dataset).

Each line ends with the Mulliken charge.
Cartesian coordinates (Å):
O: -4.40972 -3.63215 8.50295  -0.205
H: -4.96318 -3.93486 9.29065  -0.171
H: -4.97383 -3.04944 7.92638  0.585
H: -3.63255 -3.10474 8.89443  0.688
C: -6.55477 -5.53042 10.57305  0.156
O: -6.01784 -5.79998 9.30890  1.398
O: -6.09289 -4.28287 10.87544  -0.680
C: -8.07938 -5.69673 10.53450  0.401
F: -8.52120 -6.95692 10.45024  -0.108
F: -8.51070 -5.25067 11.74523  -0.147
F: -8.66591 -4.88509 9.64875  0.043
C: -5.55613 -7.10019 8.98902  -0.302
C: -5.29026 -7.15572 7.49120  -0.808
H: -6.31825 -7.27739 7.12244  -0.387
H: -5.01527 -6.18097 7.08589  0.195
H: -4.62779 -7.93322 7.13365  0.402
H: -6.22044 -7.88242 9.37023  0.343
H: -4.63084 -7.36240 9.52713  -0.053
H: -6.16435 -6.18917 11.37192  0.042
C: -8.02584 -9.67508 5.30208  0.631
O: -8.66440 -8.70218 4.88507  -0.837
N: -6.68438 -9.62067 5.47283  -0.066
N: -8.55448 -10.91647 5.47024  -0.361
H: -6.19471 -8.74856 5.39512  0.097
H: -6.19168 -10.42159 5.82338  0.043
H: -9.50641 -11.15577 5.25847  0.210
H: -8.11705 -11.58909 6.07838  0.187
C: -10.99228 -8.23973 13.57086  0.380
O: -11.02058 -8.38051 14.78050  -0.673
N: -9.96513 -7.54577 12.93696  -0.024
N: -11.94683 -8.71009 12.71394  -0.277
H: -9.39236 -7.16816 13.67718  0.121
H: -9.57002 -7.97894 12.11995  0.012
H: -12.80222 -9.03563 13.12236  0.204
H: -11.77185 -8.66627 11.73041  0.150
C: -10.93797 -2.20347 7.94055  0.540
O: -10.87882 -1.04181 8.34402  -0.749
N: -9.88758 -2.89454 7.37370  -0.100
N: -12.02518 -3.03345 7.99645  -0.203
H: -10.06844 -3.86982 7.21210  0.030
H: -8.92796 -2.60177 7.36500  0.131
H: -12.93818 -2.64728 8.14823  0.219
H: -11.89938 -4.02246 7.83172  0.209
C: -5.26363 -11.14319 8.52705  0.477
O: -5.10805 -9.97937 8.15508  -0.460
N: -4.68516 -12.23066 7.90693  -0.453
N: -6.12187 -11.46390 9.53674  -0.247
H: -3.95006 -12.04983 7.24903  0.242
H: -4.74212 -13.07586 8.44471  0.179
H: -6.20751 -12.37495 9.94876  0.197
H: -6.42827 -10.68168 10.11258  0.163
C: -2.30842 -5.50850 10.74019  0.422
O: -2.38031 -4.90007 9.67704  -0.514
N: -1.18453 -6.22519 11.07193  -0.489
N: -3.36924 -5.56595 11.60760  -0.083
H: -0.52528 -6.18691 10.31414  0.285
H: -0.98929 -6.26694 12.05615  0.204
H: -4.24606 -5.18484 11.26394  -0.121
H: -3.25274 -6.26653 12.31597  0.157
C: -7.61936 0.03836 9.72354  0.479
O: -7.91781 1.10183 9.20560  -0.705
N: -8.23651 -1.15878 9.54078  0.026
N: -6.51562 -0.05747 10.54363  -0.296
H: -9.18701 -1.21037 9.19595  0.129
H: -7.78580 -2.00407 9.83399  -0.028
H: -6.17134 0.81059 10.90564  0.184
H: -6.23749 -0.96472 10.88623  0.125
C: -11.17786 -6.60980 6.87983  0.499
O: -11.65319 -5.81788 7.70664  -0.731
N: -11.81190 -6.78097 5.68152  -0.477
N: -9.95655 -7.18077 6.94931  0.704
H: -11.60952 -7.63036 5.17264  0.161
H: -12.74416 -6.44699 5.51705  0.251
H: -9.60448 -7.59643 6.08683  0.153
H: -9.33889 -6.95918 7.70810  -0.583
C: -10.86285 -10.75372 8.69844  0.526
O: -10.68531 -11.96343 8.74198  -0.681
N: -9.90604 -9.80239 8.49372  0.344
N: -12.05102 -10.21590 9.15846  -0.332
H: -9.88124 -8.88691 8.88978  -0.111
H: -9.08015 -10.17788 8.05971  -0.142
H: -12.73635 -10.85841 9.51526  0.234
H: -12.25147 -9.25886 9.38491  0.119
C: -2.81076 -1.47027 10.89835  0.667
O: -2.97562 -1.91497 9.75986  -0.707
N: -3.51331 -1.87972 11.98870  -0.272
N: -2.10592 -0.32234 11.06776  -0.448
H: -3.22394 -1.66779 12.92322  0.202
H: -4.29053 -2.48255 11.77828  -0.009
H: -1.72385 0.13434 10.26118  0.235
H: -2.17551 0.17127 11.93736  0.144
C: -7.10532 -3.45320 6.01374  0.404
O: -6.43445 -2.94642 6.90515  -0.717
N: -7.63817 -4.70258 6.13562  0.102
N: -7.35222 -2.88638 4.79419  -0.419
H: -7.43324 -5.09793 7.04184  -0.337
H: -8.21381 -5.19935 5.48375  0.123
H: -7.81704 -3.44115 4.10198  0.133
H: -7.20184 -1.90533 4.64950  0.263
C: -5.71936 -8.92632 12.18411  0.661
O: -6.62777 -9.59649 11.69844  -0.685
N: -5.88091 -8.00737 13.16951  -0.365
N: -4.40834 -9.19112 11.89601  -0.314
H: -5.18310 -7.61525 13.77184  0.200
H: -6.82824 -7.76802 13.40959  0.113
H: -4.04020 -9.70908 11.11796  0.169
H: -3.65788 -8.65952 12.30474  0.139
C: -7.56363 -2.76072 14.32000  0.401
O: -7.81052 -2.21776 15.38751  -0.691
N: -8.52538 -3.02722 13.37847  -0.192
N: -6.33107 -3.27191 13.97694  -0.237
H: -9.48331 -2.96406 13.65681  0.080
H: -8.20534 -3.48013 12.54511  0.120
H: -5.57571 -3.27509 14.63320  0.200
H: -6.16528 -3.52841 13.01111  0.045
C: -3.11795 -9.19608 3.59791  0.549
O: -2.68636 -10.22435 3.10529  -0.601
N: -3.47943 -8.06927 2.92168  -0.357
N: -3.27654 -9.10113 4.96633  -0.240
H: -3.58802 -7.20276 3.41540  0.180
H: -3.71992 -8.05261 1.94948  0.203
H: -3.02476 -8.24659 5.43846  0.189
H: -3.31074 -9.86796 5.61003  0.079
C: -12.50759 -4.69747 11.67879  0.312
O: -13.70302 -4.73201 11.95097  -0.695
N: -12.02031 -5.53625 10.68847  0.202
N: -11.55251 -4.10861 12.45170  -0.211
H: -11.25336 -5.20921 10.12378  -0.179
H: -12.73375 -6.11041 10.27923  0.156
H: -10.57947 -4.25897 12.27018  0.158
H: -11.87469 -3.65237 13.28539  0.175

As for the spin multiplicity: 1.

=====

4.
# C19H51InN2O15P

A molecular structure, C19H51InN2O15P (wB97M-V/def2-TZVPD, the Open Molecules 2025 dataset).

Each line ends with the Mulliken charge.
Cartesian coordinates (Å):
N: -2.31537 -1.94751 -4.95326  -0.500
P: -0.74403 -1.32698 -5.40739  -0.014
O: 0.18097 -1.91275 -4.11900  -0.447
In: -0.83745 1.18783 -4.86501  0.371
C: -0.62811 1.22927 -2.66538  -0.212
C: -1.70925 0.94168 -1.80925  -0.038
C: -1.52970 0.90963 -0.41730  -0.686
C: -0.23934 1.12370 0.07299  -0.537
N: 0.81291 1.40546 -0.69687  -0.642
C: 0.59467 1.47107 -2.02105  -0.124
H: -2.46875 -2.88081 -5.31787  0.173
H: -3.07305 -1.34594 -5.24958  0.212
H: 0.77467 -2.57603 -4.47635  0.254
H: -2.36077 1.91129 -5.38443  -0.350
H: 0.58229 1.84154 -5.64126  -0.468
H: -2.69347 0.74506 -2.22787  0.363
H: -2.34152 0.69158 0.26908  0.423
H: -0.05185 1.05468 1.14304  0.761
H: 1.47255 1.71613 -2.61490  0.461
C: 0.57415 -2.21294 0.88152  0.065
C: 1.66641 -3.22178 0.62946  -0.683
O: 1.12062 -4.51887 0.33267  -0.280
O: -0.29841 -2.64075 1.92407  -0.542
H: 1.00560 -1.26010 1.18536  0.251
H: 0.00582 -2.05006 -0.04218  0.122
H: 2.26725 -3.37178 1.52772  0.291
H: 2.31562 -2.87376 -0.17761  0.338
H: 0.67755 -4.46288 -0.52613  0.135
H: -0.44227 -3.58313 1.78127  0.283
C: -1.47687 -5.11879 -2.15797  0.050
C: -2.56800 -5.82707 -2.92572  -0.695
O: -2.57720 -5.43232 -4.29812  -0.504
O: -1.60462 -3.71623 -2.20266  -0.292
H: -1.51159 -5.41802 -1.11403  0.047
H: -0.50426 -5.44072 -2.56628  0.255
H: -3.54427 -5.54059 -2.53374  0.303
H: -2.44983 -6.91110 -2.83010  0.333
H: -1.78300 -5.78115 -4.71624  0.316
H: -1.89694 -3.47290 -3.09343  0.174
C: -0.45910 -7.32029 0.93711  0.249
C: 0.57098 -7.69750 1.97456  -0.515
O: 1.85946 -7.33150 1.49272  -0.588
O: -0.16356 -7.92781 -0.31258  -0.527
H: -1.46541 -7.63262 1.22383  0.390
H: -0.43751 -6.23109 0.84266  -0.248
H: 0.60575 -8.77676 2.12840  0.304
H: 0.33722 -7.21056 2.92760  0.286
H: 1.87738 -6.36821 1.39615  0.321
H: 0.79998 -7.90755 -0.38799  0.367
C: 1.55908 4.84567 2.63897  0.008
C: 0.24328 4.24373 2.20133  -0.130
O: 0.09518 4.27382 0.79085  -0.585
O: 1.67479 6.18822 2.18169  -0.583
H: 1.61436 4.85943 3.72698  -0.035
H: 2.39296 4.24247 2.26357  0.264
H: -0.57790 4.84960 2.59368  0.176
H: 0.14981 3.22259 2.58860  0.145
H: 0.67589 3.59451 0.41615  0.348
H: 1.31196 6.18825 1.28614  0.364
C: 2.00303 3.07426 5.82171  0.222
C: 2.39011 2.24735 7.02362  -0.594
O: 3.80165 2.28718 7.24770  -0.537
O: 2.66212 2.62839 4.64895  -0.460
H: 0.93772 3.00115 5.62126  0.018
H: 2.24552 4.13126 6.01268  0.146
H: 2.15507 1.19804 6.84578  0.321
H: 1.84406 2.58642 7.90991  0.318
H: 4.03182 3.17371 7.54447  0.320
H: 3.56655 2.39080 4.88466  0.318
C: 2.21044 4.09451 -7.22398  -0.236
C: 1.31293 5.06226 -7.95987  -0.442
O: 1.60652 6.41638 -7.60070  -0.542
O: 2.07453 4.21279 -5.82884  -0.444
H: 1.93746 3.06834 -7.47639  0.236
H: 3.25517 4.26262 -7.53292  0.259
H: 0.27686 4.89756 -7.66643  0.244
H: 1.40234 4.92002 -9.04212  0.305
H: 2.46963 6.63846 -7.96420  0.315
H: 1.98271 5.14746 -5.61095  0.311
C: -2.35998 2.51883 5.80533  -0.383
C: -3.62312 3.35074 5.80004  -0.517
O: -3.80284 3.98355 4.53754  -0.528
O: -1.23114 3.30821 5.47360  -0.416
H: -2.18667 2.09178 6.79420  0.316
H: -2.46328 1.69343 5.08816  0.278
H: -3.53341 4.16557 6.51892  0.276
H: -4.48792 2.73657 6.07072  0.338
H: -4.02679 3.31617 3.87957  0.316
H: -1.51686 3.90786 4.77099  0.263

As for the spin multiplicity: 1. Its charge is -1.

=====

Calculated total energy? In order: -32112.1483, -30142.0060, -104416.7383, -68682.7560 eV.
ΔE to the lowest compared entry with this formula, charge and spin? In order: 36.5, 302.8, 0.0, 0.0 kJ/mol.
Highest occupied orbital energy? In order: -9.3, -8.7, -8.9, -3.6 eV.